Entry 1:
This record from the OMol25 dataset describes a molecular structure, C4H3LiO2Y in a non-equilibrium geometry. The level of theory is the ωB97M-V functional and the def2-TZVPD basis.

Atoms and positions in Å:
Y1 -2.330759 -2.375411 -1.952009
O1 -0.711723 -0.540128 -1.114840
C1 -0.961120 0.197723 0.050549
H1 -1.554195 1.129875 -0.002236
H2 -1.472602 -0.438108 0.798130
C2 1.236072 0.632579 1.629968
C3 0.375183 0.592704 0.588637
C4 1.672777 0.075680 0.295980
O2 2.686380 -0.065592 -0.364720
Li1 -0.127431 0.197825 -2.649571
H3 1.187419 0.592853 2.720111

Atoms 1-2, force components in eV/Å:
1.36 1.47 0.87
-2.08 -1.20 -1.74

Its largest force on an atom is 4.4 eV/Å. The relative energy (zero: lowest compared OMol25 entry of this formula, charge and spin) comes out at 0.000 eV. The calculation puts the total energy at -9527.70375 eV. The calculation puts the LUMO energy (spin up / spin down) at -4.588 / -4.588 eV. The value obtained for the molar mass is 178.91 g mol⁻¹. The total charge is +1. Its multiplicity is 1. The calculation puts the HOMO-LUMO gap (spin up / spin down) at 6.45 / 6.45 eV.



Entry 2:
This record from the OMol25 dataset describes a molecular structure, C5H12O2 in a non-equilibrium geometry. The level of theory is the ωB97M-V functional and the def2-TZVPD basis.

Atoms and positions in Å:
C1 2.323641 -0.501155 1.612563
C2 0.194757 0.770830 0.547667
C3 0.445988 -0.189082 -0.464324
O1 0.279807 -1.412176 -0.340705
C4 -1.430618 0.502408 -0.387337
C5 -1.731123 0.216526 -1.891584
O2 -2.032463 -0.451743 0.396992
H1 2.410224 -1.122474 2.496784
H2 3.218296 -0.531205 0.989894
H3 2.169415 0.535366 1.936988
H4 -0.101751 0.462951 1.551885
H5 0.728844 1.733008 0.542791
H6 0.785719 0.273139 -1.401718
H7 1.521396 -0.955275 1.032626
H8 -1.754703 1.499773 -0.149041
H9 -1.462507 -0.802324 -2.202841
H10 -2.823996 0.301128 -1.995486
H11 -1.278062 0.923929 -2.592421
H12 -1.462863 -1.253627 0.317258

Atoms 1-2, force components in eV/Å:
0.38 -0.26 0.29
-1.15 0.12 -0.76

Its largest force on an atom is 1.4 eV/Å. The relative energy (zero: lowest compared OMol25 entry of this formula, charge and spin) comes out at 3.572 eV. The calculation puts the total energy at -9471.56326 eV. The calculation puts the LUMO energy at 0.884 eV. The value obtained for the molar mass is 104.15 g mol⁻¹. The total charge is 0. Its multiplicity is 1. The calculation puts the HOMO-LUMO gap at 10.31 eV.



Entry 3:
This record from the OMol25 dataset describes a molecular structure, C4H6BaLiO2 in a non-equilibrium geometry. The level of theory is the ωB97M-V functional and the def2-TZVPD basis.

Atoms and positions in Å:
O1 -1.479347 1.401350 0.173316
Ba1 -0.013596 2.624627 -1.026392
C1 -1.612999 0.035421 0.377954
C2 -0.290770 -0.676832 0.685352
H1 -2.285781 -0.149116 1.240156
H2 -0.014066 -0.316616 1.692927
H3 -0.444869 -1.765440 0.770363
H4 -2.078481 -0.461175 -0.501396
C3 0.606284 -0.301706 -1.340463
C4 1.156951 -0.361116 -0.065177
O2 2.243405 -0.398596 0.582778
Li1 3.243424 1.161963 1.378427
H5 -0.368799 -0.298871 -1.836467
H6 1.338650 -0.493888 -2.131381

Atoms 1-2, force components in eV/Å:
0.39 0.46 -0.38
0.04 -0.44 0.42

Its largest force on an atom is 6.8 eV/Å. The relative energy (zero: lowest compared OMol25 entry of this formula, charge and spin) comes out at 0.000 eV. The calculation puts the total energy at -9235.87514 eV. The calculation puts the LUMO energy (spin up / spin down) at -0.728 / -0.628 eV. The value obtained for the molar mass is 230.36 g mol⁻¹. The total charge is 0. Its multiplicity is 2. The calculation puts the HOMO-LUMO gap (spin up / spin down) at 3.51 / 6.87 eV.



Entry 4:
This record from the OMol25 dataset describes a molecular structure, C25H42O15S3Zn in a non-equilibrium geometry. The level of theory is the ωB97M-V functional and the def2-TZVPD basis.

Atoms and positions in Å:
Zn1 -12.262583 -12.673148 26.257937
C1 -15.750899 -14.991887 24.452948
C2 -14.295050 -14.457753 24.433552
O1 -13.699744 -13.934149 25.572714
H1 -15.857344 -15.735370 25.242890
H2 -15.996061 -15.527691 23.535938
H3 -16.342980 -14.107145 24.686950
H4 -14.154403 -13.685484 23.677301
H5 -13.652819 -15.281042 24.120769
C3 -14.687019 -10.220868 24.150074
C4 -13.348307 -9.986392 24.713909
O2 -12.999198 -10.707678 25.823064
H6 -14.809031 -11.291460 23.985566
H7 -14.596204 -9.878746 23.119142
H8 -15.536865 -9.689019 24.577854
H9 -13.361307 -8.912767 24.901687
H10 -12.542553 -9.991451 23.979859
O3 -12.409385 -11.959213 18.129324
S1 -13.068967 -12.316658 19.433545
O4 -14.206050 -13.225631 19.374547
O5 -11.847886 -12.767990 20.573366
C5 -11.844833 -14.108367 20.993659
C6 -10.920873 -14.477392 22.199684
C7 -13.691239 -10.800672 20.283029
H11 -11.723804 -14.805665 20.164659
H12 -12.839050 -14.428380 21.305485
H13 -11.096157 -15.444810 22.670301
H14 -11.058007 -13.557294 22.767759
H15 -9.884353 -14.701412 21.947599
H16 -13.957251 -11.045614 21.311305
H17 -14.531737 -10.415139 19.705940
H18 -12.929202 -10.023088 20.335552
O6 -19.772925 -17.118293 23.384201
S2 -19.255621 -15.857131 22.858140
O7 -18.949083 -14.701722 23.779904
O8 -18.002976 -16.066054 21.674471
C8 -17.751096 -17.399907 21.184101
C9 -16.446719 -17.492778 20.533378
C10 -20.631007 -15.318746 21.661947
H19 -18.575179 -17.702797 20.538161
H20 -17.976467 -18.059223 22.022326
H21 -16.198112 -18.455804 20.087425
H22 -15.590910 -17.429070 21.205409
H23 -16.405671 -16.928734 19.601566
H24 -21.565770 -15.456690 22.205351
H25 -20.651307 -16.045642 20.849977
H26 -20.411783 -14.322254 21.278481
O9 -15.322845 -16.104880 30.169071
S3 -13.878731 -15.856354 29.916973
O10 -13.371313 -14.570861 30.115105
O11 -12.919149 -16.970725 30.600279
C11 -13.420226 -18.267453 30.923127
C12 -12.193285 -19.085881 30.689292
C13 -13.542533 -16.192910 28.165725
H27 -14.329240 -18.529348 30.381649
H28 -13.731063 -18.307376 31.967109
H29 -11.333925 -18.679602 31.222719
H30 -11.988807 -19.267796 29.634211
H31 -12.389094 -20.127631 30.943303
H32 -13.938976 -15.347208 27.603841
H33 -13.825777 -17.156524 27.742252
H34 -12.455703 -16.171144 28.085530
C14 -18.622998 -17.104201 27.302227
C15 -18.555371 -15.820182 27.005519
C16 -18.303676 -14.748198 27.991982
O12 -18.023041 -13.598401 27.628652
C17 -18.273373 -15.270690 29.364767
C18 -18.252554 -16.603862 29.637094
C19 -18.302518 -17.659267 28.617274
O13 -17.844880 -18.741405 28.758374
H35 -18.844375 -17.829708 26.533444
H36 -18.657639 -15.682660 25.939204
H37 -18.173549 -14.478116 30.091582
H38 -18.026271 -16.949780 30.634863
C20 -16.013070 -21.255717 25.086010
C21 -15.542818 -20.990844 26.324172
C22 -15.103443 -19.699543 26.790952
O14 -14.724163 -19.506886 27.981691
C23 -15.413971 -18.608807 25.835061
C24 -15.826252 -18.832519 24.568667
C25 -16.277264 -20.128535 24.101422
O15 -16.812577 -20.202836 22.998228
H39 -16.070246 -22.323706 24.935909
H40 -15.313944 -21.703890 27.102371
H41 -15.113260 -17.596052 26.059364
H42 -15.858259 -17.987334 23.897072

Atoms 1-2, force components in eV/Å:
-3.88 1.01 -2.72
1.23 0.94 1.39

Its largest force on an atom is 6.0 eV/Å. The calculation puts the total energy at -138233.24222 eV. The calculation puts the LUMO energy (spin up / spin down) at -0.800 / -0.800 eV. The value obtained for the molar mass is 744.19 g mol⁻¹. The total charge is -1. Its multiplicity is 2. The calculation puts the HOMO-LUMO gap (spin up / spin down) at 2.09 / 4.59 eV.